A cluster of 3 separate species, C33H70ClIN6O6Si in total. Source: OMol25; level of theory: ωB97M-V/def2-TZVPD.

Values from the calculation:
LUMO level (alpha / beta): 0.28 / -0.26 eV
net charge: 0
<S²>: 2.009
2S+1: 3

The geometry in XYZ format:
```
118
Properties=species:S:1:pos:R:3:mulliken_spin:R:1
C 4.656 2.339 3.253 0.00
C 3.326 2.527 2.370 0.00
O 3.265 3.560 1.697 0.00
N 2.312 1.483 2.507 0.00
C 1.082 1.884 3.203 0.00
C 2.165 0.563 1.381 0.00
Cl 3.809 0.620 0.486 0.00
O 1.957 -0.780 1.809 0.00
C 2.895 -1.239 2.769 0.00
I 1.892 -1.541 4.717 0.00
C 3.517 -2.687 2.392 0.00
C 3.768 -2.881 0.830 0.00
C 5.265 -2.519 0.357 0.00
C 5.967 -3.724 -0.444 0.00
C 5.404 -3.849 -1.955 0.00
N 4.245 -4.827 -2.044 0.00
C 1.070 0.945 0.257 0.00
N 1.446 0.178 -0.981 0.00
C -0.418 0.461 0.602 0.00
O -0.636 -0.962 0.478 0.00
O -1.928 -1.151 0.937 0.00
N 1.007 2.397 0.058 0.00
Si 1.392 2.977 -1.573 0.00
C 3.224 2.765 -2.107 0.00
C 1.111 4.898 -1.530 0.00
C 0.160 2.357 -2.937 0.00
H 5.262 1.437 2.942 0.00
H 4.276 2.140 4.317 0.00
H 5.245 3.303 3.313 0.00
H 1.373 2.307 4.227 0.00
H 0.492 0.932 3.445 0.00
H 0.423 2.617 2.640 0.00
H 3.772 -0.564 2.980 0.00
H 2.818 -3.484 2.814 0.00
H 4.536 -2.784 2.900 0.00
H 3.653 -4.001 0.612 0.00
H 3.003 -2.369 0.164 0.00
H 5.949 -2.230 1.212 0.00
H 5.249 -1.640 -0.363 0.00
H 5.925 -4.716 0.106 0.00
H 7.069 -3.441 -0.564 0.00
H 6.210 -4.251 -2.648 0.00
H 4.997 -2.866 -2.348 0.00
H 3.411 -4.241 -1.865 0.00
H 4.334 -5.447 -1.230 0.00
H 1.749 -0.776 -0.715 0.00
H 0.592 -0.016 -1.537 0.00
H -1.092 0.958 -0.188 0.00
H -0.815 0.805 1.604 0.00
H -2.481 -1.511 0.212 0.00
H 0.170 2.822 0.468 0.00
H 3.378 3.416 -3.025 0.00
H 3.882 3.220 -1.286 0.00
H 3.479 1.675 -2.258 0.00
H -0.026 5.046 -1.447 0.00
H 1.400 5.312 -2.543 0.00
H 1.625 5.396 -0.656 0.00
H -0.896 2.290 -2.535 0.00
H 0.517 1.320 -3.270 0.00
H 0.247 3.009 -3.875 0.00
C -1.007 -5.714 -5.375 0.01
C -0.484 -5.196 -4.016 0.03
C -1.267 -5.839 -2.855 0.02
C -2.655 -5.247 -2.648 -0.02
C -2.572 -3.731 -2.508 0.02
C -1.844 -3.061 -3.690 0.05
N -0.528 -3.703 -3.997 0.32
O 0.351 -3.287 -3.061 0.60
C -2.769 -3.091 -4.931 0.01
C -1.697 -1.550 -3.385 -0.04
C 0.961 -5.760 -3.969 -0.01
H -2.027 -5.422 -5.607 0.00
H -0.372 -5.364 -6.195 -0.01
H -1.000 -6.806 -5.400 0.00
H -0.703 -5.717 -1.921 0.00
H -1.356 -6.918 -3.011 0.00
H -3.314 -5.529 -3.476 0.00
H -3.100 -5.671 -1.744 0.00
H -3.584 -3.324 -2.411 0.00
H -2.058 -3.493 -1.568 0.00
H -2.219 -2.845 -5.842 -0.01
H -3.574 -2.353 -4.837 0.00
H -3.281 -4.041 -5.074 0.00
H -1.159 -1.358 -2.454 0.01
H -2.678 -1.079 -3.274 0.00
H -1.177 -1.037 -4.200 0.00
H 1.586 -5.317 -4.749 0.00
H 0.954 -6.842 -4.130 0.00
H 1.446 -5.594 -3.005 0.00
C -3.630 3.554 5.253 0.01
C -4.654 3.784 4.118 0.03
C -4.763 2.532 3.226 0.03
C -3.596 2.363 2.263 -0.03
C -3.393 3.631 1.441 0.03
C -3.222 4.888 2.315 0.01
N -4.290 5.017 3.357 0.30
O -5.407 5.450 2.737 0.62
C -1.821 4.857 2.972 0.04
C -3.158 6.128 1.388 -0.01
C -5.994 3.921 4.888 0.00
H -2.605 3.430 4.919 0.00
H -3.645 4.386 5.964 0.00
H -3.871 2.644 5.810 0.00
H -5.686 2.581 2.636 0.01
H -4.851 1.634 3.844 0.00
H -2.685 2.103 2.814 0.00
H -3.797 1.524 1.591 0.00
H -2.519 3.502 0.793 0.00
H -4.251 3.755 0.770 0.00
H -1.741 5.593 3.775 -0.01
H -1.040 5.098 2.242 0.00
H -1.541 3.879 3.363 0.00
H -4.041 6.227 0.755 0.00
H -2.302 6.060 0.711 0.00
H -3.044 7.046 1.972 0.00
H -6.000 4.814 5.518 0.00
H -6.148 3.058 5.542 0.00
H -6.858 3.965 4.222 0.00
```

=====

A cluster of 7 separate species, C13H31Cl12O12P3 in total. Source: OMol25; level of theory: ωB97M-V/def2-TZVPD.

Values from the calculation:
LUMO level: 0.21 eV
net charge: 0
SMILES string: COP(=O)(OC)OC.COP(=O)(OC)OC.COP(=O)(OC)OC.ClC(Cl)Cl.ClC(Cl)Cl.ClC(Cl)Cl.ClC(Cl)Cl

The geometry in XYZ format:
```
71
Properties=species:S:1:pos:R:3:mulliken_charge:R:1
C -17.710 -11.322 -0.266 -0.65
O -17.449 -10.154 0.518 -0.25
P -15.984 -9.594 0.619 1.04
O -14.914 -10.525 0.962 -0.76
O -15.840 -8.912 -0.809 -0.27
C -14.589 -8.416 -1.259 -0.15
O -16.254 -8.419 1.631 -0.11
C -15.195 -7.925 2.456 -0.73
H -17.856 -12.178 0.391 0.28
H -16.906 -11.565 -0.963 0.33
H -18.610 -11.144 -0.851 0.15
H -14.397 -8.829 -2.248 0.28
H -13.760 -8.671 -0.599 0.37
H -14.665 -7.333 -1.359 -0.28
H -14.272 -8.487 2.318 0.40
H -15.532 -7.980 3.488 0.27
H -14.970 -6.885 2.208 0.16
C -24.399 -2.554 5.117 -0.71
O -24.077 -1.378 4.367 -0.35
P -22.764 -1.369 3.507 1.31
O -21.574 -1.852 4.192 -0.68
O -22.696 0.111 2.977 -0.34
C -22.184 1.111 3.875 -0.59
O -23.209 -2.139 2.212 -0.42
C -22.293 -2.183 1.117 -0.61
H -24.754 -2.232 6.097 0.24
H -23.530 -3.190 5.278 0.35
H -25.208 -3.099 4.634 0.26
H -21.303 1.560 3.421 0.12
H -21.891 0.693 4.838 0.34
H -22.948 1.866 4.044 0.28
H -22.715 -1.633 0.266 0.35
H -22.167 -3.208 0.776 0.33
H -21.337 -1.700 1.312 0.14
C -21.902 -9.981 -2.264 -0.63
O -22.301 -8.603 -2.214 -0.36
P -21.953 -7.770 -0.922 0.79
O -22.603 -8.169 0.316 -0.71
O -22.297 -6.290 -1.360 -0.27
C -21.805 -5.748 -2.579 -0.57
O -20.365 -7.857 -0.913 -0.12
C -19.683 -7.583 0.307 -0.37
H -21.161 -10.080 -3.056 0.25
H -22.782 -10.566 -2.516 0.28
H -21.478 -10.301 -1.315 0.28
H -21.425 -4.744 -2.400 0.18
H -22.607 -5.711 -3.315 0.28
H -20.987 -6.342 -2.992 0.29
H -19.364 -8.505 0.793 0.20
H -20.305 -7.066 1.040 0.40
H -18.798 -6.987 0.105 0.04
Cl -16.955 -0.500 0.290 -0.04
C -18.349 0.528 0.013 -0.16
Cl -18.746 1.449 1.480 -0.13
Cl -19.726 -0.395 -0.551 -0.08
H -18.081 1.265 -0.730 0.40
Cl -12.920 -3.887 2.714 -0.12
C -14.361 -3.319 3.558 0.14
Cl -15.308 -2.237 2.525 -0.03
Cl -13.927 -2.497 5.044 -0.12
H -14.970 -4.189 3.761 0.15
Cl -16.979 -5.073 1.153 0.17
C -18.042 -3.706 0.904 0.38
Cl -19.349 -3.652 2.096 -0.08
Cl -18.670 -3.658 -0.750 0.00
H -17.490 -2.789 1.060 -0.48
Cl -14.797 -4.677 -1.565 -0.20
C -14.952 -2.956 -1.255 1.13
Cl -15.767 -2.119 -2.551 -0.11
Cl -13.401 -2.221 -0.851 -0.13
H -15.571 -2.853 -0.372 -0.77
```

=====

A structure of composition C55H77BiGe2N3O2PSeTe. Source: OMol25; level of theory: ωB97M-V/def2-TZVPD.

Values from the calculation:
LUMO level (alpha / beta): -2.52 / -4.10 eV
net charge: +1
<S²>: 0.759
2S+1: 2

The geometry in XYZ format:
```
143
Properties=species:S:1:pos:R:3:mulliken_spin:R:1
Bi 0.392 -0.855 -1.050 0.31
C -4.587 4.909 -3.847 0.00
C -3.778 4.725 -2.562 0.00
C -2.719 5.835 -2.501 0.00
C -4.721 4.862 -1.354 0.00
C -3.096 3.357 -2.510 0.00
C -2.261 3.032 -1.459 -0.01
C -1.647 1.786 -1.423 0.00
Se -0.620 1.372 0.141 -0.01
C -1.985 0.490 1.152 -0.03
C -3.002 1.260 1.687 0.00
C -4.082 0.632 2.283 0.01
C -4.103 -0.765 2.247 0.00
C -3.105 -1.562 1.689 0.00
C -1.960 -0.915 1.173 0.06
O -0.903 -1.579 0.714 -0.07
C -3.256 -3.087 1.599 0.00
C -4.639 -3.554 2.054 0.00
C -3.069 -3.539 0.140 0.00
C -2.209 -3.763 2.487 0.00
C -5.193 1.468 2.918 0.00
C -4.611 2.288 4.077 0.00
C -5.774 2.428 1.865 0.00
C -6.323 0.597 3.464 0.00
C -1.820 0.808 -2.415 0.00
O -1.196 -0.376 -2.402 0.03
C -2.674 1.127 -3.492 0.01
C -3.279 2.380 -3.494 0.00
C -2.892 0.135 -4.643 0.00
C -1.564 -0.077 -5.389 0.01
C -3.913 0.653 -5.659 0.00
C -3.422 -1.205 -4.109 0.00
H -5.036 5.904 -3.851 0.00
H -5.399 4.181 -3.923 0.00
H -3.961 4.822 -4.738 0.00
H -3.192 6.814 -2.612 0.00
H -1.984 5.717 -3.302 0.00
H -2.185 5.832 -1.548 0.00
H -5.298 5.788 -1.422 0.00
H -4.160 4.888 -0.415 0.00
H -5.420 4.024 -1.307 0.00
H -2.076 3.742 -0.660 0.00
H -2.951 2.341 1.630 0.00
H -4.960 -1.264 2.671 0.00
H -5.440 -3.082 1.480 0.00
H -4.813 -3.362 3.116 0.00
H -4.712 -4.633 1.901 0.00
H -3.755 -3.005 -0.523 0.00
H -3.280 -4.609 0.059 0.00
H -2.049 -3.368 -0.203 0.00
H -2.385 -3.519 3.538 0.00
H -1.204 -3.445 2.214 0.00
H -2.263 -4.850 2.373 0.00
H -3.834 2.973 3.728 0.00
H -4.170 1.634 4.833 0.00
H -5.394 2.883 4.554 0.00
H -5.034 3.165 1.537 0.00
H -6.625 2.976 2.278 0.00
H -6.114 1.880 0.983 0.00
H -5.976 -0.078 4.251 0.00
H -6.792 0.001 2.678 0.00
H -7.093 1.239 3.896 0.00
H -3.930 2.616 -4.319 0.00
H -1.232 0.856 -5.853 0.00
H -1.698 -0.821 -6.179 0.00
H -0.777 -0.423 -4.720 0.00
H -3.578 1.568 -6.154 0.00
H -4.887 0.839 -5.202 0.00
H -4.050 -0.104 -6.433 0.00
H -2.693 -1.715 -3.481 0.00
H -3.669 -1.856 -4.951 0.00
H -4.332 -1.053 -3.522 0.00
C 5.391 2.405 2.456 0.00
N 5.190 1.551 1.206 0.01
C 6.108 2.078 0.102 0.00
N 5.875 3.461 -0.137 0.00
C 6.053 4.226 1.097 0.00
N 5.160 3.779 2.168 0.00
C 3.747 4.064 1.853 0.00
P 3.117 3.229 0.301 0.01
C 3.750 1.551 0.763 0.08
C 4.566 3.716 -0.762 0.00
H 6.421 2.245 2.775 0.00
H 4.704 2.027 3.212 0.00
H 5.440 0.582 1.399 0.00
H 5.908 1.473 -0.782 0.00
H 7.128 1.907 0.446 0.00
H 5.860 5.277 0.891 0.00
H 7.085 4.119 1.432 0.00
H 3.629 5.143 1.742 0.00
H 3.125 3.764 2.698 0.00
H 3.660 0.869 -0.084 -0.02
H 3.151 1.148 1.581 -0.01
H 4.486 4.779 -0.991 0.00
H 4.500 3.177 -1.709 0.00
C 0.165 -2.153 4.642 0.00
Ge 1.882 -1.918 3.769 0.07
C 3.156 -3.211 4.492 0.02
C 2.513 -0.125 4.261 0.01
Ge 1.782 -2.091 1.341 0.24
C 3.697 -2.134 0.767 0.07
C 4.731 -1.748 1.627 0.08
C 6.068 -1.853 1.246 -0.01
C 6.395 -2.312 -0.025 0.03
C 5.382 -2.695 -0.895 -0.02
C 4.052 -2.609 -0.499 -0.01
C 1.207 -3.937 0.883 0.09
C 0.874 -4.393 -0.394 0.02
C 0.427 -5.690 -0.612 0.00
C 0.298 -6.572 0.453 0.00
C 0.642 -6.150 1.728 0.00
C 1.084 -4.849 1.937 0.00
H 0.304 -1.962 5.708 0.00
H -0.212 -3.167 4.510 0.00
H -0.575 -1.456 4.245 0.00
H 3.721 -2.714 5.284 0.00
H 3.851 -3.593 3.744 0.00
H 2.615 -4.054 4.925 0.00
H 2.163 0.079 5.276 0.00
H 2.114 0.654 3.607 0.00
H 3.603 -0.073 4.266 0.00
H 4.505 -1.420 2.635 0.00
H 6.854 -1.601 1.951 0.00
H 7.433 -2.397 -0.325 0.00
H 5.625 -3.075 -1.880 0.00
H 3.287 -2.947 -1.191 0.01
H 0.977 -3.755 -1.268 0.00
H 0.176 -6.009 -1.616 0.00
H -0.067 -7.578 0.289 0.00
H 0.557 -6.828 2.568 0.00
H 1.341 -4.558 2.948 -0.01
Te 1.971 1.113 -2.505 0.02
C 3.306 -0.325 -3.265 -0.01
C 4.671 -0.047 -3.295 0.01
C 5.558 -0.950 -3.869 0.00
C 5.089 -2.143 -4.405 0.00
C 3.730 -2.427 -4.373 0.00
C 2.838 -1.518 -3.816 0.01
H 5.043 0.893 -2.900 0.00
H 6.615 -0.718 -3.903 0.00
H 5.779 -2.842 -4.860 0.00
H 3.356 -3.347 -4.805 0.00
H 1.774 -1.731 -3.841 0.00
```

=====

An isolated molecule of C5H7N. Source: OMol25; level of theory: ωB97M-V/def2-TZVPD.

Values from the calculation:
LUMO level: 0.87 eV
net charge: 0
SMILES string: C=CCCC#N

The geometry in XYZ format:
```
13
Properties=species:S:1:pos:R:3:nbo_charge:R:1
C -0.953 2.015 -0.378 -0.38
C -0.264 1.161 0.311 -0.17
C 0.493 0.014 -0.161 -0.44
C 0.047 -1.242 0.384 -0.50
C 0.744 -2.403 -0.202 0.29
N 1.553 -3.083 -0.715 -0.32
H -1.547 2.821 0.097 0.21
H -0.988 2.011 -1.457 0.19
H -0.261 1.278 1.432 0.19
H 1.564 0.132 0.223 0.23
H 0.354 0.041 -1.296 0.22
H 0.328 -1.370 1.448 0.25
H -1.069 -1.375 0.314 0.25
```

=====

Number 1: electronic energy -3126.4444 hartree. Number 2: electronic energy -7963.4433 hartree. Number 3: electronic energy -9835.7529 hartree. Number 4: electronic energy -249.4182 hartree.